C6H12O as an isolated structure. Source: OMol25; level of theory: ωB97M-V with the def2-TZVPD basis set.

Relative energy (zero: lowest compared OMol25 entry of this formula, charge and spin): 104.3 kcal per mole
Lowest unoccupied orbital energy: 1.07 eV
Electronic energy: -310.89311 Ha
F_max: 6.952 eV/A
2S+1: 1
HOMO level: -8.42 eV
HOMO-LUMO gap: 9.49 eV

Element x y z (Å)
C 0.183 -0.031 -0.213
C -1.789 -0.032 -0.408
C 0.717 -1.330 0.337
C -2.467 -1.239 0.166
C 1.861 1.666 0.612
C 2.474 2.098 -0.476
O 0.179 0.995 0.604
H 0.505 0.148 -1.251
H 2.185 1.825 1.636
H -2.160 0.900 0.015
H -1.816 0.023 -1.497
H 1.809 -1.328 0.271
H 0.353 -2.177 -0.252
H 0.427 -1.457 1.382
H -3.538 -1.246 -0.083
H -2.017 -2.162 -0.211
H -2.391 -1.237 1.258
H 2.096 1.896 -1.475
H 3.390 2.690 -0.417